Arrangement P

16
Properties=species:S:1:pos:R:3:mulliken_charge:R:1 method="wB97M-V/def2-TZVPD" orbital_gap_ev=7.146 smiles="N[C@H](CCS)C(=O)[O-]" mol_weight_g_mol=134.18 total_charge=-1 e_lumo_ev=3.10
O 0.177 -0.701 -2.533 -0.7368
C 0.083 -1.388 -1.498 0.3878
O -0.276 -2.574 -1.313 -0.7428
C 0.371 -0.600 -0.166 0.2887
C -0.896 0.177 0.138 -1.0619
C -0.825 1.126 1.330 -0.5746
S 0.401 2.458 1.140 -0.2708
N 0.808 -1.428 0.974 -0.7809
H 1.148 0.124 -0.310 0.3689
H -1.755 -0.479 0.247 0.4176
H -1.053 0.812 -0.729 0.3566
H -1.811 1.514 1.581 0.3720
H -0.513 0.586 2.226 0.2861
H 1.118 2.174 2.220 0.1126
H 0.011 -1.704 1.541 0.2279
H 1.113 -2.311 0.569 0.3498



Arrangement Q

16
Properties=species:S:1:pos:R:3:mulliken_charge:R:1 method="wB97M-V/def2-TZVPD" orbital_gap_ev=7.736 smiles="CN[C@H](CS)C(=O)[O-]" mol_weight_g_mol=134.18 total_charge=-1 e_lumo_ev=3.49
C 0.703 0.511 -2.723 -0.8252
N 1.057 0.783 -1.310 -0.6179
C 0.077 0.208 -0.374 0.0685
C -0.090 1.119 0.827 -0.7671
S -1.743 0.883 1.630 -0.3306
C 0.569 -1.226 0.119 0.6140
O -0.257 -1.863 0.793 -0.7186
O 1.721 -1.508 -0.252 -0.7465
H -0.292 0.074 -2.902 0.2606
H 1.393 -0.169 -3.238 0.3054
H 0.704 1.419 -3.285 0.2926
H 1.818 0.128 -1.179 0.3575
H -0.861 0.006 -0.894 0.2542
H 0.628 0.990 1.626 0.3096
H -0.170 2.163 0.532 0.3808
H -1.817 -0.439 1.419 0.1625



Preferred: arrangement P; penalty for the next structure: 0.225 eV.



Arrangement P

15
Properties=species:S:1:pos:R:3:mulliken_charge:R:1 method="wB97M-V/def2-TZVPD" orbital_gap_ev=9.485 smiles=CSS.CC mol_weight_g_mol=110.25 total_charge=0 e_lumo_ev=0.59
C 0.221 -3.344 -1.347 -0.6889
C -0.557 -2.147 -0.779 -0.9158
H 0.027 -3.266 -2.420 0.2295
H 1.291 -3.247 -1.176 0.2566
H -0.156 -4.256 -0.896 0.2526
H -0.348 -1.172 -1.248 0.2793
H -0.535 -1.918 0.294 0.2895
H -1.626 -2.212 -0.969 0.2996
C 0.092 3.645 0.493 -0.7439
S -0.637 3.402 2.195 -0.0468
S 0.124 1.531 2.528 -0.2005
H 1.148 3.393 0.468 0.2910
H -0.500 3.007 -0.155 0.2832
H 0.042 4.726 0.344 0.2658
H 1.414 1.856 2.668 0.1489



Arrangement Q

15
Properties=species:S:1:pos:R:3:mulliken_charge:R:1 method="wB97M-V/def2-TZVPD" orbital_gap_ev=8.542 smiles=CSSC.C mol_weight_g_mol=110.25 total_charge=0 e_lumo_ev=0.65
C -1.555 1.614 -0.270 -0.9702
H -2.514 2.106 -0.125 0.3116
H -1.634 0.550 -0.497 0.1937
H -0.991 1.693 0.657 0.2434
H -1.024 2.101 -1.086 0.2285
C -0.230 -1.831 1.776 -0.8287
S 0.061 -1.605 0.001 -0.0947
S 1.854 -0.573 0.097 -0.0573
C 1.734 0.261 -1.499 -0.6272
H 0.191 -2.775 2.113 0.3167
H 0.239 -1.007 2.310 0.2841
H -1.304 -1.797 1.934 0.3066
H 0.963 1.022 -1.452 0.0832
H 2.709 0.701 -1.680 0.3233
H 1.502 -0.461 -2.278 0.2871



Preferred: arrangement Q; penalty for the next structure: 0.170 eV.